Entry from the OMol25 dataset: a molecular structure, C16H16CrN4O3 (ωB97M-V/def2-TZVPD).

Cartesian coordinates (Å):
Cr -1.51 1.67 0.60
O -0.03 2.74 0.81
C 0.86 2.42 1.67
C 1.99 3.27 1.81
C 3.04 3.05 2.70
C 3.01 1.94 3.52
C 1.92 1.07 3.43
C 0.84 1.27 2.53
C -0.27 0.25 2.53
N -1.38 0.20 1.80
C -2.08 -0.91 2.17
C -1.41 -1.60 3.15
N -0.28 -0.86 3.37
H 2.03 4.15 1.17
H 3.87 3.75 2.73
H 3.81 1.75 4.22
H 1.95 0.22 4.10
H -3.02 -1.16 1.70
H -1.62 -2.50 3.69
H 0.44 -1.08 4.03
O 1.38 -4.38 -1.63
C 1.22 -3.66 -2.83
N 0.45 -2.52 -2.48
C 0.07 -1.60 -3.43
O 0.40 -1.69 -4.61
C -0.80 -0.49 -2.99
C -1.63 0.15 -3.92
C -2.45 1.20 -3.51
C -2.39 1.58 -2.18
N -1.59 1.01 -1.26
C -0.80 -0.01 -1.69
H 1.93 -5.15 -1.86
H 0.68 -4.26 -3.57
H 2.19 -3.34 -3.22
H 0.02 -2.55 -1.56
H -1.64 -0.18 -4.96
H -3.10 1.70 -4.21
H -3.01 2.40 -1.81
H -0.15 -0.42 -0.92
H -2.91 2.56 0.93

⟨S²⟩: 6.050
HOMO (spin up / spin down) (eV): -6.07 / -7.78
Orbital gap (spin up / spin down) (eV): 6.152 / 7.816
Multiplicity: 5
LUMO level (spin up / spin down) (hartree): 0.0030 / 0.0012


Entry from the OMol25 dataset: C21H30N4O2S in the gas phase (ωB97M-V/def2-TZVPD).

Cartesian coordinates (Å):
C -3.97 -2.90 -0.66
C -2.68 -2.10 -0.82
C -2.79 -1.13 -2.00
C -1.49 -3.03 -1.00
N -2.44 -1.33 0.41
C -3.25 -0.38 0.90
O -4.31 -0.04 0.43
C -2.66 0.29 2.17
N -1.43 0.95 1.86
C -0.16 0.50 2.08
S 0.12 -1.04 2.86
C 1.91 -0.95 3.19
C 2.71 -1.47 1.99
O 3.22 -2.57 2.00
N 2.77 -0.59 0.98
C 3.41 -0.90 -0.28
C 4.23 0.29 -0.77
C 3.33 1.46 -1.17
C 2.32 1.04 -2.23
C 1.47 -0.13 -1.72
C 2.37 -1.30 -1.33
N 0.77 1.31 1.65
C 0.10 2.38 1.10
C 0.58 3.53 0.50
C -0.35 4.43 0.01
C -1.72 4.19 0.11
C -2.22 3.05 0.71
C -1.29 2.15 1.21
H -4.17 -3.48 -1.57
H -3.90 -3.59 0.18
H -4.81 -2.23 -0.49
H -1.88 -0.54 -2.09
H -2.93 -1.69 -2.92
H -3.63 -0.46 -1.85
H -0.57 -2.46 -1.11
H -1.39 -3.70 -0.15
H -1.62 -3.64 -1.89
H -1.60 -1.56 0.92
H -3.39 1.02 2.53
H -2.48 -0.47 2.94
H 2.14 0.08 3.42
H 2.07 -1.60 4.05
H 2.25 0.28 1.07
H 4.07 -1.76 -0.08
H 4.82 -0.03 -1.63
H 4.92 0.60 0.02
H 2.80 1.84 -0.29
H 3.95 2.28 -1.56
H 2.85 0.73 -3.13
H 1.67 1.88 -2.48
H 0.89 0.20 -0.85
H 0.77 -0.44 -2.49
H 2.89 -1.67 -2.22
H 1.77 -2.13 -0.94
H 1.64 3.73 0.43
H -0.01 5.34 -0.46
H -2.41 4.92 -0.30
H -3.28 2.86 0.78

HOMO (eV): -8.53
Orbital gap (eV): 9.037
SMILES: CC(C)(C)NC(=O)Cn1c(SCC(=O)NC2CCCCC2)nc2ccccc21
LUMO level (hartree): 0.0185


Entry from the OMol25 dataset: a molecular structure, C22H46N3OP2PbSe (ωB97M-V/def2-TZVPD).

Cartesian coordinates (Å):
Pb -0.71 0.26 -0.46
P -0.15 -1.87 -1.95
P 0.12 2.73 0.00
N 1.21 0.92 -2.55
C 1.41 -1.56 -2.86
H 2.09 -2.39 -2.63
H 1.19 -1.60 -3.93
C 2.12 -0.23 -2.60
H 2.66 -0.24 -1.64
H 2.90 -0.09 -3.37
C 1.72 2.31 -2.37
H 1.10 2.98 -2.98
H 2.74 2.39 -2.76
C 1.71 2.80 -0.91
H 2.04 3.85 -0.86
H 2.41 2.20 -0.30
C 0.17 3.14 1.80
C 0.32 1.89 2.68
H 1.34 1.50 2.59
H -0.36 1.08 2.39
H 0.11 2.07 3.74
C -1.10 3.81 -0.84
C -2.58 3.57 -0.41
H -3.24 3.64 -1.29
H -2.91 4.33 0.31
H -2.77 2.57 0.01
C -1.53 -2.23 -3.12
C -2.81 -2.79 -2.46
H -3.67 -2.65 -3.13
H -3.10 -2.29 -1.53
H -2.73 -3.87 -2.24
C 0.02 -3.33 -0.83
C -1.09 -3.47 0.21
H -0.74 -4.12 1.03
H -2.00 -3.93 -0.20
H -1.39 -2.51 0.66
C -2.43 -0.15 0.78
C -0.59 5.26 -0.67
H 0.25 5.38 0.02
H -0.23 5.63 -1.64
H -1.39 5.93 -0.33
C -0.99 -3.06 -4.30
H -1.67 -3.86 -4.61
H -0.79 -2.43 -5.18
H -0.03 -3.56 -4.10
C 0.25 -4.59 -1.63
H 0.47 -5.43 -0.96
H -0.62 -4.86 -2.23
H 1.12 -4.48 -2.30
C -1.05 3.89 2.29
H -1.94 3.28 2.15
H -0.98 4.07 3.36
H -1.21 4.85 1.80
H 1.09 3.73 1.91
H 0.94 -3.09 -0.26
H -1.04 3.54 -1.91
H -1.80 -1.22 -3.47
O -3.57 -0.22 1.03
H 0.50 0.86 -3.29
H -1.69 0.93 -2.01
C -1.01 -1.70 3.30
N 0.38 -1.46 3.68
C 0.79 -1.42 4.99
C 2.10 -1.14 5.00
N 2.48 -1.00 3.67
C 3.80 -0.63 3.25
C 1.43 -1.22 2.82
Se 1.79 -1.09 1.00
H -1.42 -0.91 2.67
H -1.54 -1.74 4.26
H -1.11 -2.65 2.77
H 0.06 -1.62 5.78
H 2.86 -1.01 5.75
H 4.08 0.32 3.70
H 4.50 -1.42 3.52
H 3.75 -0.53 2.16

Total charge: +3
HOMO (spin up / spin down) (eV): -16.35 / -16.35
Orbital gap (spin up / spin down) (eV): 5.678 / 5.677
LUMO level (spin up / spin down) (hartree): -0.3923 / -0.3923


Entry from the OMol25 dataset: 2 unconnected molecules or ions with the total composition C2H5N (ωB97M-V/def2-TZVPD).

Cartesian coordinates (Å):
C 0.20 -0.31 0.61
C 0.15 0.54 -0.50
N 1.15 -1.16 0.65
H -0.56 0.13 1.27
H -1.42 0.19 -1.07
H 0.78 0.30 -1.34
H -0.32 1.50 -0.46
H 1.17 -1.92 1.33

HOMO (eV): -9.69
Orbital gap (eV): 9.801
LUMO level (hartree): 0.0039


Entry from the OMol25 dataset: a molecular structure, C6H12O2 (ωB97M-V/def2-TZVPD).

Cartesian coordinates (Å):
C -2.54 -0.56 0.04
C 0.21 1.78 -0.73
C -0.29 0.89 0.37
O -1.26 -0.31 -0.52
O -0.79 1.28 1.40
H -2.77 -1.63 -0.04
H -3.31 -0.01 -0.51
H -2.57 -0.26 1.09
H 0.53 1.21 -1.60
H 1.02 2.41 -0.37
H -0.63 2.43 -1.02
C 2.35 -0.25 0.09
C 0.97 -0.54 0.66
C 0.12 -1.45 0.00
H 0.93 -0.56 1.74
H 2.35 -0.26 -1.00
H 3.08 -0.99 0.43
H 2.71 0.73 0.41
H -0.49 -2.13 0.58
H 0.36 -1.79 -1.01

HOMO (eV): -8.10
Orbital gap (eV): 8.796
LUMO level (hartree): 0.0256


Entry from the OMol25 dataset: a molecular structure, C18H10BCl2F4N4O2Se3TcTe (ωB97M-V/def2-TZVPD).

Cartesian coordinates (Å):
Tc 0.19 0.12 -0.10
Cl 1.17 4.61 5.21
C 1.17 3.89 3.63
C 0.75 2.57 3.51
C 0.74 1.97 2.26
N 0.47 0.63 1.98
C 0.74 -0.30 2.90
O 0.79 -0.23 4.13
C 1.24 -1.57 2.24
C 1.58 -2.68 2.99
C 2.22 -3.73 2.36
C 2.53 -3.61 1.01
C 2.13 -2.47 0.33
N 1.47 -1.48 0.92
C 1.13 2.71 1.12
C 1.56 4.02 1.26
C 1.57 4.60 2.52
Cl 2.12 6.24 2.66
N 0.97 2.02 -0.09
C 0.77 2.76 -1.23
O 1.36 3.76 -1.59
C -0.46 2.31 -1.95
C -0.99 3.03 -3.00
C -2.25 2.66 -3.48
C -2.92 1.62 -2.88
C -2.31 0.93 -1.85
N -1.10 1.26 -1.40
H 0.44 2.02 4.38
H 1.36 -2.67 4.05
H 2.50 -4.62 2.91
H 3.06 -4.39 0.48
H 2.34 -2.32 -0.73
H 1.88 4.59 0.40
H -0.44 3.87 -3.39
H -2.70 3.22 -4.29
H -3.91 1.33 -3.19
H -2.80 0.11 -1.35
Se -1.41 -1.83 0.48
Se -2.83 -2.75 -1.20
Te -0.62 -3.87 -0.75
Se 1.06 -0.64 -2.18
F -3.68 -0.34 0.68
B -3.71 1.06 1.06
F -4.37 1.17 2.27
F -4.38 1.76 0.04
F -2.38 1.50 1.15

Total charge: -1
⟨S²⟩: 3.779
HOMO (spin up / spin down) (eV): -4.85 / -5.29
Orbital gap (spin up / spin down) (eV): 5.724 / 5.817
Multiplicity: 4
LUMO level (spin up / spin down) (hartree): 0.0322 / 0.0195